# 1
Formula: H26HeO13
Source: the Open Molecules 2025 dataset
Level of theory: ωB97M-V/def2-TZVPD

Values from the calculation:
Net charge   0
HOMO-LUMO gap   9.1 eV
Lowest unoccupied orbital energy   -0.9 eV
ΔE to the lowest compared entry with this formula, charge and spin   162.6 kJ/mol
HOMO level   -9.9448 eV
Strongest force on any atom   1.15 eV/A

Each line ends with the Löwdin charge.
Positions of all 40 atoms, in Å:
1 He 0.44226 0.55061 0.29986  0.20
2 O -1.11564 -2.33123 1.92568  -0.02
3 H -0.47296 -2.30308 2.63448  0.07
4 H -1.66063 -3.09222 2.12595  0.08
5 O -0.48170 -0.60499 -3.94625  -0.07
6 H 0.20197 -0.79819 -4.58774  0.02
7 H -0.19330 -1.04695 -3.14767  -0.04
8 O 2.10318 3.87560 1.46335  -0.06
9 H 2.11678 4.82649 1.35445  0.02
10 H 1.83664 3.53982 0.60752  -0.03
11 O 1.87492 2.35703 -0.87032  -0.07
12 H 2.20431 1.54485 -0.48550  -0.02
13 H 1.67789 2.12944 -1.77895  0.04
14 O -1.55448 3.35716 -0.68101  -0.04
15 H -1.74003 2.58108 -1.20970  -0.01
16 H -0.93844 3.86536 -1.20870  0.04
17 O -2.81527 -0.22787 1.04172  -0.04
18 H -3.51038 -0.63173 0.52215  0.06
19 H -2.28865 -0.96453 1.35192  0.00
20 O -1.32497 1.76639 1.97550  -0.07
21 H -1.74028 1.08781 1.44326  -0.04
22 H -1.36842 2.55531 1.43518  0.02
23 O -3.04938 1.21287 -1.94636  -0.03
24 H -2.90881 0.83690 -1.07738  0.01
25 H -2.87104 0.49270 -2.55115  0.04
26 O 0.39999 -1.74880 -1.63631  -0.05
27 H 1.24108 -2.00423 -1.25744  0.00
28 H -0.23199 -2.35327 -1.24714  -0.01
29 O 2.85308 -2.38040 -0.25268  -0.02
30 H 3.09751 -2.70332 -1.11998  0.08
31 H 3.09293 -3.08956 0.34382  0.08
32 O -1.40158 -3.48250 -0.59166  -0.03
33 H -1.16985 -3.02724 0.21783  -0.01
34 H -0.98585 -4.34097 -0.51165  0.06
35 O 1.19507 0.63287 2.86524  -0.05
36 H 1.16302 -0.28589 3.13186  0.03
37 H 0.27701 0.89440 2.79449  0.00
38 O 2.94269 0.04939 0.77656  -0.08
39 H 2.91763 -0.84525 0.43710  -0.04
40 H 2.18571 0.10611 1.35966  -0.04

---

# 2
Formula: C2H9N2
Source: the Open Molecules 2025 dataset
Level of theory: ωB97M-V/def2-TZVPD

Values from the calculation:
Net charge   +1
HOMO-LUMO gap   9.3 eV
Lowest unoccupied orbital energy   -3.8 eV
ΔE to the lowest compared entry with this formula, charge and spin   130.0 kJ/mol
HOMO level   -13.0364 eV
Strongest force on any atom   1.76 eV/A

Each line ends with the Löwdin charge.
Positions of all 13 atoms, in Å:
1 N -1.25897 0.25503 1.43422  0.28
2 H -1.19705 -0.51492 2.10505  0.15
3 H -2.23030 0.55420 1.53971  0.15
4 H -0.88323 -0.05856 0.48045  0.07
5 H -0.66597 1.04626 1.69018  0.15
6 C 1.77433 0.02059 -0.22739  0.01
7 C 0.80571 0.16933 -1.14474  -0.25
8 N -0.43411 -0.53992 -1.13204  0.00
9 H 1.55150 -0.14117 0.81948  0.05
10 H 2.73603 0.39098 -0.57397  0.07
11 H 0.97008 0.85479 -1.97048  0.11
12 H -0.83917 -0.50292 -2.06102  0.11
13 H -0.32885 -1.53369 -0.95944  0.11

---

# 3
Formula: C2H14NO3
Source: the Open Molecules 2025 dataset
Level of theory: ωB97M-V/def2-TZVPD

Values from the calculation:
Net charge   +1
HOMO-LUMO gap   11.9 eV
Lowest unoccupied orbital energy   -2.9 eV
ΔE to the lowest compared entry with this formula, charge and spin   212.5 kJ/mol
HOMO level   -14.7533 eV
Strongest force on any atom   3.00 eV/A

Each line ends with the Löwdin charge.
Positions of all 20 atoms, in Å:
1 C 0.32455 0.29993 1.20313  -0.06
2 N 0.65859 0.74566 -0.19387  -0.11
3 C 0.19049 2.11948 -0.59057  -0.04
4 H -0.52101 0.79580 1.86526  0.13
5 H 1.28522 0.32580 1.81530  0.12
6 H 0.03325 -0.75361 1.07961  0.06
7 H 1.71903 0.65846 -0.35360  0.19
8 H 0.42492 -0.12644 -0.88587  0.12
9 H 0.73391 2.95847 -0.04569  0.11
10 H 0.18219 2.43818 -1.69448  0.12
11 H -0.82837 2.11463 -0.05163  0.10
12 H 0.63001 -0.46763 -2.87564  0.07
13 H 0.99341 -1.87263 -2.15178  0.08
14 O 0.74386 -0.96017 -2.09457  0.03
15 H 1.84165 -3.39112 0.56607  0.09
16 H 0.84414 -2.60084 1.43788  0.08
17 O 1.32259 -2.51754 0.55259  -0.12
18 H -3.49689 0.09178 1.56406  0.04
19 H -3.73895 1.55008 1.16665  0.10
20 O -3.04180 0.79558 1.07267  -0.11

---

# 4
Formula: C16H29IMgO2Se2Si2Te3
Source: the Open Molecules 2025 dataset
Level of theory: ωB97M-V/def2-TZVPD

Values from the calculation:
Net charge   -2
HOMO-LUMO gap   4.6 eV
Lowest unoccupied orbital energy   3.4 eV
ΔE to the lowest compared entry with this formula, charge and spin   92.9 kJ/mol
HOMO level   -1.2009 eV
Strongest force on any atom   1.33 eV/A

Each line ends with the Löwdin charge.
Positions of all 56 atoms, in Å:
1 Mg -0.93462 0.47965 -0.79758  0.23
2 Se -2.80490 -2.12465 -2.02899  -0.37
3 Te -3.76688 -0.34421 -3.49697  0.00
4 Te -3.32276 1.50850 -1.57157  0.09
5 Se -3.36908 3.61840 -2.88594  -0.48
6 C 0.56069 -1.49600 2.68888  -0.16
7 Si -1.08828 -0.64346 2.43657  0.32
8 C -2.29442 -1.92208 1.80993  -0.20
9 C -1.70320 -0.23748 4.17763  -0.20
10 C -1.05095 0.81881 1.36119  -0.45
11 Si 0.05383 2.22307 1.70025  0.33
12 C 0.70633 2.99878 0.11732  -0.18
13 C 1.55510 1.84259 2.76270  -0.19
14 C -0.87207 3.61071 2.56864  -0.19
15 H 0.43964 -2.33158 3.38866  0.03
16 H 1.30863 -0.81080 3.10203  0.01
17 H 0.95958 -1.89735 1.74911  0.01
18 H -2.31064 -2.80491 2.46464  0.03
19 H -2.07310 -2.25745 0.79303  -0.04
20 H -3.30753 -1.50341 1.78547  0.04
21 H -1.81728 -1.15040 4.77595  0.02
22 H -2.67871 0.26179 4.12925  0.02
23 H -1.01146 0.43297 4.70439  0.01
24 H -2.07518 1.22621 1.40278  -0.01
25 H 1.35538 2.30417 -0.43355  0.02
26 H 1.28840 3.90643 0.32139  0.03
27 H -0.12825 3.28886 -0.53837  0.03
28 H 2.21379 1.11880 2.26612  0.03
29 H 1.26116 1.42636 3.73476  0.02
30 H 2.12984 2.75959 2.93953  0.02
31 H -1.67145 3.98881 1.91974  0.03
32 H -0.20382 4.44835 2.80785  0.02
33 H -1.33443 3.26014 3.50027  0.02
34 I 2.10130 -6.60544 0.46746  0.78
35 C 2.00303 -4.58053 -0.07378  -0.73
36 C 0.88894 -4.10947 -0.74860  -0.14
37 C 0.83669 -2.76119 -1.09612  -0.02
38 C 1.88400 -1.90920 -0.76915  -0.13
39 C 2.99615 -2.40900 -0.09955  -0.03
40 C 3.06568 -3.74823 0.25699  -0.16
41 C 1.83635 -0.42964 -1.09905  -0.58
42 O 2.82135 0.25422 -0.88538  0.05
43 O 0.70642 0.01061 -1.59256  -0.31
44 H 0.06436 -4.76170 -1.00612  0.10
45 H -0.03303 -2.39073 -1.63431  0.03
46 H 3.79681 -1.72455 0.15112  0.12
47 H 3.92307 -4.13295 0.79464  0.08
48 C -0.56450 0.70099 -6.37934  -0.50
49 Te 0.10596 0.20591 -4.40960  1.12
50 C 0.37970 2.26210 -3.92539  -0.44
51 H 0.26703 0.98691 -7.02467  -0.02
52 H -1.28415 1.51855 -6.29943  -0.01
53 H -1.06983 -0.17291 -6.79715  -0.02
54 H -0.53113 2.80144 -4.18719  -0.03
55 H 1.24521 2.66884 -4.44617  -0.01
56 H 0.54722 2.32674 -2.85174  -0.03

---

# 5
Formula: H10O5
Source: the Open Molecules 2025 dataset
Level of theory: ωB97M-V/def2-TZVPD

Values from the calculation:
Net charge   0
HOMO-LUMO gap   11.2 eV
Lowest unoccupied orbital energy   0.3 eV
ΔE to the lowest compared entry with this formula, charge and spin   156.6 kJ/mol
HOMO level   -10.9275 eV
Strongest force on any atom   3.87 eV/A

Each line ends with the Löwdin charge.
Positions of all 15 atoms, in Å:
1 O -2.10332 -0.99400 -3.20595  -0.03
2 O 0.66592 -0.07201 -0.32548  -0.11
3 O 1.68903 1.99085 -1.66914  -0.01
4 O 0.94791 0.32346 3.77593  -0.10
5 O -1.13235 -1.37039 1.62307  -0.06
6 H -2.07583 -0.51260 -4.01950  0.02
7 H 1.07295 0.23296 -1.14301  -0.01
8 H 1.04335 2.40391 -2.14456  0.00
9 H 0.33768 0.97814 3.33928  0.05
10 H -1.73741 -2.14310 1.50401  0.06
11 H -1.38330 -1.58492 -3.17114  0.01
12 H 0.49125 0.85944 0.08523  0.09
13 H 1.96314 2.60193 -0.96827  0.08
14 H 0.33202 -0.38621 4.05453  0.04
15 H -0.58143 -1.47286 0.87601  -0.03

---

Q: What is the net charge in the third record?
A: +1

---

Q: Among the records above, which one has the highest HOMO-LUMO gap?
A: C2H14NO3

---

Q: The lowest HOMO level belongs to which entry?
A: C2H14NO3